9
Properties=species:S:1:pos:R:3:forces:R:3 method="wB97M-V/def2-TZVPD" energy_ev=-8532.5499 fmax_ev_per_a=6.06 de_lowest_ev=2.545 charge=0 e_lumo_ev=-0.63
H 0.44217 2.42839 0.70224 1.0 -0.9 -1.8
N 0.69076 1.94467 -0.23708 -2.5 -2.2 1.7
C 0.21647 0.71802 -0.04981 2.2 3.5 -4.4
N -0.03598 0.16437 1.12282 -0.8 -4.7 1.8
N -0.30189 -1.08777 0.91562 -1.4 2.3 1.2
N -0.59232 -1.33426 -0.41830 1.2 -0.7 1.6
N 0.05785 -0.34565 -1.10844 3.4 1.8 4.7
H -0.07784 -2.19517 -0.52508 -0.3 -0.8 -0.6
H -0.39208 0.06911 -1.80061 -2.9 1.7 -4.1



9
Properties=species:S:1:pos:R:3:forces:R:3 method="wB97M-V/def2-TZVPD" energy_ev=-8533.6853 fmax_ev_per_a=0.81 de_lowest_ev=1.410 charge=0 e_lumo_ev=0.28
H 2.23721 0.56731 1.25324 0.3 -0.3 -0.1
N 1.23510 0.60694 1.34945 0.2 0.1 -0.5
C 0.61042 0.24074 0.31276 0.0 0.2 0.4
N 0.98247 -0.37862 -0.92594 -0.2 0.1 0.0
N -0.06861 -0.76167 -1.49646 0.2 0.0 0.3
N -1.16915 -0.54042 -0.72718 0.0 0.0 0.0
N -0.77745 0.34140 0.28986 0.1 0.0 -0.2
H -1.96347 -0.24014 -1.29003 0.2 0.0 0.2
H -1.08652 0.16446 1.23430 -0.8 -0.3 -0.1